{
  "formula": "C55H42Cl3IrN6OS",
  "method": "ωB97M-V/def2-TZVPD",
  "symbols": ["Ir", "C", "C", "C", "C", "C", "C", "C", "C", "C", "C", "C", "C", "C", "C", "C", "C", "C", "C", "C", "N", "C", "C", "C", "C", "C", "C", "C", "C", "C", "C", "C", "C", "N", "C", "C", "C", "C", "C", "N", "C", "C", "C", "C", "C", "C", "C", "C", "N", "H", "H", "H", "H", "H", "H", "H", "H", "H", "H", "H", "H", "H", "H", "H", "H", "H", "H", "H", "H", "H", "H", "H", "H", "H", "H", "H", "H", "Cl", "C", "C", "C", "Cl", "C", "O", "C", "Cl", "C", "H", "H", "C", "C", "N", "C", "S", "N", "C", "C", "H", "H", "H", "H", "H", "H", "H", "H", "H", "H", "H", "H"],
  "positions_angstrom": [[-0.94837, -0.33245, 0.05050], [-8.26434, -2.83800, -0.10860], [-7.27008, -3.27176, -0.97396], [-6.00842, -2.69648, -0.93124], [-5.72277, -1.68079, -0.01543], [-6.73944, -1.23444, 0.83098], [-8.00045, -1.80919, 0.78508], [-4.34358, -1.13431, 0.05298], [-3.68078, -1.09566, 1.29292], [-4.18788, -1.44593, 2.55785], [-3.22751, -1.11008, 3.49446], [-2.13359, -0.59118, 2.78652], [-0.81451, -0.25876, 3.32886], [-0.65349, 0.67212, 4.40001], [-1.76529, 1.37888, 4.91664], [-1.60707, 2.33612, 5.89819], [-0.34481, 2.62699, 6.40981], [0.76733, 1.96033, 5.90244], [0.62365, 1.00871, 4.91217], [0.27071, -1.01400, 2.72295], [0.30865, -1.20662, 1.38638], [1.34725, -2.08270, 1.11197], [1.75903, -2.48980, -0.16541], [2.62086, -3.70003, -0.24042], [2.10677, -4.88520, 0.29382], [2.77785, -6.08584, 0.11255], [3.98034, -6.11525, -0.58174], [4.52999, -4.93098, -1.05289], [3.85558, -3.73082, -0.88758], [1.32323, -1.89254, -1.35246], [1.88222, -2.04750, -2.64447], [1.18372, -1.23508, -3.49628], [0.12315, -0.64883, -2.75643], [0.25541, -1.01446, -1.44575], [-1.02797, 0.03460, -3.28341], [-2.26215, -0.03535, -2.60820], [-3.54277, -0.00316, -3.25713], [-4.45688, -0.43799, -2.35640], [-3.76429, -0.69515, -1.13093], [-2.42853, -0.39919, -1.31183], [-1.05196, 0.76602, -4.56777], [-0.48746, 0.30199, -5.75758], [-0.51517, 1.08151, -6.90583], [-1.11838, 2.33116, -6.89413], [-1.71421, 2.79235, -5.72666], [-1.68397, 2.01785, -4.57878], [1.96984, -2.42146, 2.32719], [1.31214, -1.73657, 3.33306], [-2.39374, -0.59120, 1.46527], [-9.24629, -3.29516, -0.13595], [-7.47263, -4.06488, -1.68326], [-5.22444, -3.05151, -1.58859], [-6.54486, -0.41106, 1.50866], [-8.77712, -1.45176, 1.44973], [-5.13802, -1.91680, 2.75331], [-3.27306, -1.23727, 4.56636], [-2.75553, 1.16950, 4.53182], [-2.47299, 2.86536, 6.27848], [-0.23213, 3.36199, 7.19763], [1.75428, 2.18521, 6.28945], [1.50228, 0.52382, 4.50926], [1.16263, -4.86350, 0.82364], [2.35199, -7.00010, 0.50913], [4.48419, -7.05839, -0.75377], [5.48827, -4.94155, -1.56076], [4.30432, -2.80573, -1.23045], [2.71170, -2.68498, -2.89990], [1.38558, -1.09617, -4.54348], [-3.70663, 0.27109, -4.28783], [-5.51704, -0.56941, -2.51044], [-0.06406, -0.69141, -5.80712], [-0.06297, 0.70711, -7.81681], [-1.12684, 2.94093, -7.78991], [-2.20035, 3.76056, -5.70913], [-2.11193, 2.39804, -3.65791], [2.83322, -3.06327, 2.42535], [1.50908, -1.78291, 4.39367], [4.79279, 5.38863, -0.07288], [3.53564, 4.27025, -0.36840], [2.91148, 3.64172, 0.71050], [1.89521, 2.75884, 0.48569], [1.23624, 1.95120, 1.83047], [1.37791, 2.46877, -0.86122], [0.37176, 1.76646, -1.10798], [2.15946, 3.10618, -1.92999], [1.78376, 2.73142, -3.54466], [3.17825, 3.97848, -1.68559], [3.23677, 3.84865, 1.72109], [3.71327, 4.43319, -2.50797], [-2.44654, 6.05925, 1.14494], [-2.09276, 5.08885, 2.26441], [-3.07323, 4.01609, 2.42408], [-3.11374, 2.89856, 1.68602], [-1.98597, 2.59831, 0.44309], [-4.06716, 1.99751, 1.96459], [-5.20835, 2.14944, 2.85663], [-6.44826, 2.66740, 2.13166], [-1.74173, 6.89352, 1.13210], [-3.45180, 6.46272, 1.28467], [-2.40509, 5.55203, 0.18128], [-2.04101, 5.61167, 3.21838], [-1.12563, 4.62933, 2.07543], [-3.84817, 4.21080, 3.03415], [-4.07888, 1.20210, 1.34875], [-4.94518, 2.80851, 3.68429], [-5.41215, 1.16868, 3.28536], [-6.31192, 3.69577, 1.79323], [-7.31657, 2.62896, 2.79308], [-6.65823, 2.05041, 1.25543]],
  "forces_ev_per_angstrom": [[-0.67, -0.82, 0.35], [-0.04, 0.00, -0.02], [0.05, 0.00, -0.03], [0.00, -0.03, 0.13], [-0.06, -0.01, 0.06], [0.03, 0.07, -0.08], [0.03, 0.03, 0.01], [-0.03, -0.01, -0.06], [0.02, -0.09, -0.02], [-0.04, -0.06, 0.10], [-0.05, 0.06, 0.10], [0.06, -0.18, 0.08], [-0.02, 0.17, -0.02], [0.07, 0.08, -0.14], [-0.03, 0.03, 0.04], [0.02, -0.01, 0.03], [-0.01, -0.02, 0.00], [-0.01, -0.04, 0.03], [-0.07, -0.06, 0.03], [0.06, -0.11, 0.10], [0.06, 0.25, -0.33], [0.06, -0.04, 0.00], [-0.05, 0.01, 0.11], [0.10, 0.03, -0.06], [0.05, 0.02, -0.08], [0.00, 0.01, 0.00], [-0.08, 0.00, 0.04], [0.09, 0.01, -0.06], [0.02, 0.10, 0.11], [0.01, 0.03, 0.01], [-0.04, -0.06, 0.00], [0.04, 0.12, -0.11], [-0.10, -0.09, 0.11], [-0.21, 0.27, -0.12], [0.03, 0.11, 0.16], [0.09, -0.14, -0.07], [0.00, 0.12, -0.11], [-0.06, -0.03, -0.05], [0.03, 0.20, 0.09], [-0.14, 0.12, -0.18], [0.16, -0.01, -0.03], [-0.02, -0.03, -0.03], [0.04, -0.04, 0.00], [-0.01, 0.03, 0.03], [-0.02, -0.03, -0.04], [0.19, 0.06, 0.06], [0.06, 0.00, 0.02], [-0.04, 0.01, 0.15], [0.23, -0.06, 0.02], [0.05, 0.03, -0.01], [0.01, 0.02, 0.05], [-0.02, -0.01, 0.01], [-0.01, -0.07, 0.02], [0.01, -0.01, -0.04], [0.02, 0.07, -0.05], [0.00, -0.03, -0.10], [0.06, 0.03, -0.03], [0.01, -0.04, -0.01], [0.01, -0.02, -0.07], [-0.04, 0.00, -0.04], [0.00, 0.01, 0.02], [0.00, -0.01, -0.04], [0.03, 0.05, -0.04], [0.03, 0.06, 0.06], [-0.08, 0.01, 0.05], [-0.05, -0.04, -0.06], [-0.05, 0.01, 0.00], [-0.01, 0.01, 0.07], [0.01, -0.05, 0.09], [0.09, 0.01, 0.03], [-0.02, 0.05, -0.02], [-0.05, 0.00, 0.05], [-0.02, -0.05, 0.05], [0.04, -0.04, 0.01], [0.02, 0.00, -0.04], [-0.12, 0.00, 0.00], [-0.01, 0.02, -0.09], [0.04, 0.03, 0.02], [0.01, -0.02, 0.00], [0.06, 0.13, 0.03], [-0.15, -0.18, -0.27], [-0.22, -0.05, 0.01], [-0.38, -0.18, -0.14], [1.22, 0.67, 0.27], [-0.16, -0.11, 0.18], [-0.30, -0.17, -0.21], [0.12, 0.10, -0.05], [0.00, -0.02, -0.04], [-0.02, 0.01, 0.03], [-0.02, -0.04, 0.02], [-0.08, 0.04, -0.14], [0.06, 0.14, -0.12], [0.13, -0.06, -0.06], [0.02, -0.11, 0.07], [-0.15, 0.10, 0.09], [-0.04, 0.07, -0.22], [0.02, -0.01, 0.05], [-0.04, -0.06, 0.00], [0.05, 0.02, 0.00], [-0.02, 0.02, 0.01], [0.01, -0.03, 0.06], [0.05, -0.05, 0.04], [0.00, -0.02, 0.04], [0.02, -0.07, -0.07], [0.02, -0.11, 0.10], [0.06, -0.04, 0.07], [0.00, -0.03, -0.01], [0.04, 0.05, -0.04], [-0.01, 0.03, 0.03]],
  "multiplicity": 6,
  "total_charge": 1,
  "e_tot_ev": -119940.152,
  "s2": 8.910,
  "e_lumo_ev": [-3.40, -4.64],
  "orbital_gap_ev": [4.9, 5.2]
}